No. 1
Below is a molecular structure, BrMnN3O9 at a distorted geometry, with properties calculated with the ωB97M-V functional and the def2-TZVPD basis.

As for the charge: -1. The energy above the lowest of the compared OMol25 structures with the same formula, charge and spin comes out at 0.0000 eV. The value obtained for the HOMO energy (spin up / spin down) is -5.92 / -5.89 eV. For the HOMO-LUMO gap (spin up / spin down), the calculation gives 8.29 / 3.73 eV. As for the spin multiplicity: 7. The calculation puts the lowest unoccupied orbital energy (spin up / spin down) at 2.370 / -2.164 eV.

Each line ends with the Mulliken charge.
Geometry (Å):
O (1.586, -0.496, 2.153)  -0.4537
O (3.156, -1.281, 0.822)  -0.5223
O (1.734, 0.042, 0.085)  -0.3847
N (-0.643, 2.220, 1.219)  1.1251
O (-1.209, -0.704, -1.430)  -0.4629
O (-2.279, -2.585, -1.835)  -0.6040
Br (1.592, -0.579, -3.207)  -0.3790
O (-1.440, 3.035, 1.582)  -0.5490
N (2.173, -0.632, 1.049)  0.9352
O (0.021, 1.776, 2.070)  -0.3995
Mn (0.398, 0.603, -1.469)  0.8385
N (-1.996, -1.607, -1.138)  0.8579
O (-2.406, -1.473, -0.007)  -0.6085
O (-0.687, 1.680, 0.105)  -0.3931

---

No. 2
Below is a molecular structure, BrNO3Pb3 at a distorted geometry, with properties calculated with the ωB97M-V functional and the def2-TZVPD basis.

As for the charge: +4. The energy above the lowest of the compared OMol25 structures with the same formula, charge and spin comes out at 0.0000 eV. The value obtained for the HOMO energy is -24.01 eV. For the HOMO-LUMO gap, the calculation gives 7.14 eV. The calculation puts the lowest unoccupied orbital energy at -16.872 eV.

Each line ends with the Mulliken charge.
Geometry (Å):
Pb (2.808, 0.236, -1.299)  1.4466
O (-1.259, 0.189, 0.920)  -0.5445
Pb (-0.195, 1.490, 2.565)  1.4025
O (-1.222, -0.927, -0.966)  -0.5764
Br (2.498, 1.496, 1.331)  -0.2260
Pb (-2.508, -2.282, -2.098)  1.6873
O (0.508, 0.124, -0.413)  -0.3640
N (-0.631, -0.323, -0.038)  1.1746

---

No. 3
Below is 11 unconnected molecules or ions with the total composition C100H70N6O10 at a distorted geometry, with properties calculated with the ωB97M-V functional and the def2-TZVPD basis.

As for the SMILES: O=C1c2ccccc2C(=O)c2ccccc21.O=C1c2ccccc2C(=O)c2ccccc21.O=C1c2ccccc2C(=O)c2ccccc21.O=C1c2ccccc2C(=O)c2ccccc21.O=C1c2ccccc2C(=O)c2ccccc21.c1ccncc1.c1ccncc1.c1ccncc1.c1ccncc1.c1ccncc1.c1ccncc1. The energy above the lowest of the compared OMol25 structures with the same formula, charge and spin comes out at 4.5185 eV. The value obtained for the HOMO energy is -9.22 eV. For the HOMO-LUMO gap, the calculation gives 7.93 eV. The calculation puts the lowest unoccupied orbital energy at -1.292 eV.

Each line ends with the Mulliken charge.
Geometry (Å):
C (-0.060, -6.900, 1.544)  0.9424
C (-0.501, 4.449, -1.613)  -0.6862
C (1.478, -1.966, -0.686)  -0.4051
C (2.093, 3.073, 4.144)  -0.2147
C (1.507, -7.292, -0.872)  0.2845
H (4.723, -1.243, -6.972)  0.4406
C (0.425, 2.938, -3.308)  0.7813
C (-4.271, -3.070, 0.987)  -0.8483
C (-1.961, 1.040, 1.253)  -0.3925
H (-4.358, 1.447, -3.696)  0.5514
N (6.190, 0.537, -0.906)  -0.5064
C (-2.145, -0.627, -5.313)  -0.6349
C (4.652, 5.964, 3.761)  0.3065
H (-1.398, 4.815, -1.134)  0.8098
C (-0.930, 7.710, 1.786)  0.6070
H (-1.623, 4.423, 1.325)  0.5080
C (1.725, 6.843, 1.724)  -1.6870
H (0.630, -4.011, 4.075)  0.5200
C (-0.087, -4.424, -4.613)  -0.1087
C (-3.339, -0.103, -4.843)  -0.6927
C (-3.917, 5.077, 3.569)  -0.4777
C (4.548, 8.206, 5.008)  -0.5315
H (-4.315, -0.560, -4.917)  0.4332
H (0.962, 5.566, -0.450)  0.3118
H (0.603, -10.029, -3.416)  0.4811
C (0.428, -5.066, -5.765)  -0.8437
H (-1.130, -7.951, -5.804)  0.4589
H (4.270, 0.117, -1.504)  0.7453
O (1.228, 4.966, 5.995)  -0.6912
C (2.251, 7.519, 6.351)  -0.8588
H (-3.989, 4.141, 0.428)  0.5727
C (-6.249, -2.445, 2.203)  -0.8975
H (2.804, 6.805, 1.743)  0.3566
H (1.238, -2.284, 2.678)  0.5962
H (1.190, 5.216, 2.918)  0.1596
C (3.134, -1.739, -3.980)  0.6041
C (3.511, -1.054, -5.132)  -0.5490
H (4.161, -1.959, -0.212)  0.1064
H (-8.382, -4.908, -3.584)  0.4602
C (-6.968, -2.865, 1.067)  -0.3554
C (0.751, 6.072, 2.428)  1.4016
C (-2.416, 8.178, 1.815)  0.0102
O (2.735, -5.398, -0.202)  -0.7756
C (1.820, -6.164, 0.043)  0.9708
H (2.158, -4.357, 1.928)  0.7184
C (-5.267, 5.181, 3.228)  -0.5327
H (6.064, -2.748, 1.030)  0.4151
C (-4.324, -3.684, -1.493)  0.4523
C (-1.529, 5.940, 3.486)  0.3370
C (2.356, 0.087, 5.492)  -0.3238
H (3.523, -2.476, 3.661)  0.5542
C (-5.023, -3.397, -0.183)  0.6529
H (-1.314, -5.401, 4.257)  0.4806
N (1.996, -0.883, -0.251)  0.6018
C (3.893, 4.633, 3.627)  0.6431
C (-4.471, -4.720, -3.697)  -0.4522
C (-7.302, -4.914, -3.590)  -0.4907
C (-2.153, 3.484, 1.258)  -0.0218
C (-3.484, 3.273, 0.825)  -1.0467
O (-1.120, 5.103, 4.286)  -0.5226
C (0.806, 4.814, -1.209)  -0.0929
H (1.328, 7.368, 6.891)  0.4661
C (2.483, 2.283, 3.049)  -0.4935
H (2.869, -0.257, -5.475)  0.2903
H (2.622, 0.728, 6.319)  0.4299
H (-4.886, -5.616, -5.790)  0.4159
C (-2.945, 6.013, 3.129)  0.6608
C (0.221, -2.061, -1.126)  -1.0314
C (-5.234, -5.185, -4.863)  -0.9941
C (-1.383, 2.349, 1.400)  -0.2806
C (1.300, 0.278, -0.335)  -0.9386
C (-6.592, -5.333, -4.712)  -0.4932
C (3.651, 2.556, 2.380)  -1.2598
C (-6.653, -4.363, -2.515)  0.1909
C (-5.244, -4.286, -2.584)  0.4811
C (-0.979, 0.236, -5.341)  -0.7154
C (2.881, 6.523, 5.509)  0.4263
H (1.170, -4.492, -6.300)  0.4411
H (5.337, 3.766, 2.164)  0.5941
O (-3.109, -3.574, -1.625)  -0.3928
C (4.679, -3.455, -4.540)  -0.5607
H (2.389, -1.378, -3.286)  0.5327
H (1.968, 8.661, 0.468)  0.4294
H (2.563, -8.667, -3.788)  0.3970
H (0.290, 0.730, 5.230)  0.6085
H (8.261, 0.643, -0.524)  0.3607
C (-0.184, -8.140, 0.839)  0.3289
H (-1.878, -7.196, 2.770)  0.5137
O (-8.593, -3.569, -1.317)  -0.6374
H (-6.721, -2.170, 3.135)  0.4393
C (-3.275, 0.900, 0.773)  -1.0269
C (-2.107, 3.006, -3.019)  0.0708
C (0.298, 2.117, -4.452)  0.1239
C (1.843, 4.248, -1.772)  -0.5345
H (-3.676, -0.057, 0.474)  0.8207
C (1.323, 8.073, 1.104)  -0.7397
C (2.901, -1.621, 3.883)  -0.6843
C (-2.162, 1.738, -3.809)  0.8331
H (4.247, 1.909, 1.754)  0.7781
C (2.785, 4.303, 4.359)  -0.4935
C (-0.984, -6.619, 2.581)  -1.0441
C (-6.427, -3.320, -0.094)  0.2352
C (1.605, -1.494, 3.316)  -0.3556
C (-3.369, 7.109, 2.329)  0.5066
O (-3.163, 3.530, -2.668)  -0.6605
O (1.166, 1.822, -5.240)  -0.6347
H (-8.038, -2.898, 1.215)  0.4213
H (-3.191, -3.096, 1.007)  0.6239
C (-4.722, 7.222, 1.998)  -0.7103
C (1.307, -4.966, 2.197)  -0.4391
C (2.303, -7.522, -2.021)  -0.5791
H (0.164, -3.403, -4.369)  0.8140
N (0.124, -6.367, -6.115)  -0.5991
C (0.910, -9.285, -2.696)  -0.6554
H (-6.655, 6.395, 2.023)  0.3785
O (-2.861, 9.245, 1.393)  -0.6356
C (3.898, 9.145, 5.698)  -0.4026
H (4.238, -0.819, 5.317)  0.4152
H (-7.158, -5.647, -5.577)  0.3735
C (2.288, 5.173, 5.381)  1.4024
C (-0.819, -7.026, -5.339)  -0.7591
H (-1.420, -0.888, -1.873)  0.5148
C (-0.970, 1.317, -4.491)  0.5120
C (1.038, -6.047, 1.270)  -0.0639
H (2.632, 2.875, -3.162)  0.5345
H (3.157, -6.898, -2.239)  0.5494
C (7.367, 0.044, -0.424)  -0.4475
H (-0.340, 1.303, -1.195)  0.7032
C (-7.380, -3.703, -1.325)  0.2794
C (2.776, 8.818, 6.444)  -0.6461
H (5.376, 8.552, 4.408)  0.3935
H (-0.511, -9.967, -1.199)  0.5079
H (4.797, -4.528, -4.529)  0.3896
N (5.092, -2.795, -5.664)  -0.6017
H (-2.124, -6.977, -3.554)  0.6684
C (7.410, -1.046, 0.478)  -0.5120
H (-5.155, 7.949, 1.328)  0.4220
C (-5.663, 6.281, 2.436)  -0.5298
H (-3.397, -4.700, -3.807)  0.4137
C (1.742, 3.341, -2.767)  -1.0283
C (-0.671, -5.489, 3.394)  -0.5857
C (4.393, -1.678, -6.040)  -0.4580
C (6.199, -1.786, 0.559)  -0.5188
O (5.672, 6.199, 3.112)  -0.6719
C (0.120, 0.349, -0.985)  -0.1948
N (0.755, -0.656, 3.906)  -0.3691
C (0.172, -9.187, -1.503)  -0.7696
C (5.084, -1.406, -0.118)  0.5164
H (8.360, -1.395, 0.856)  0.4116
H (1.703, 1.143, 0.170)  0.6186
H (-0.359, 9.304, 0.536)  0.5266
H (-4.302, -2.090, 2.870)  0.5022
O (-0.803, -9.054, 1.385)  -0.6194
H (-0.072, -0.022, -5.867)  0.5300
H (2.833, 4.485, -1.410)  0.4992
C (-0.466, -0.872, -1.367)  -1.0315
H (2.019, 1.353, 2.756)  0.4568
C (-3.412, 1.093, -4.079)  -0.6674
H (-1.449, 0.093, 1.339)  0.6468
C (-0.689, 3.502, -2.650)  -0.1669
C (0.011, 8.411, 1.016)  -1.1328
C (3.659, -2.979, -3.682)  -0.4677
C (-1.406, -6.453, -4.167)  -0.2684
H (-3.773, 4.135, 4.077)  0.2996
H (-5.922, 4.421, 3.630)  0.4230
C (3.238, -0.774, 4.912)  -0.2769
C (-4.868, -2.597, 2.103)  -0.5110
H (4.162, 10.185, 5.572)  0.3947
C (1.119, 0.110, 4.923)  -0.6740
N (-4.041, 2.051, 0.597)  -0.5509
H (-0.328, 2.555, 1.510)  0.7154
H (3.271, -3.632, -2.914)  0.4361
C (5.098, -0.247, -0.914)  -0.6101
C (1.945, -8.491, -2.920)  -0.4795
H (2.031, -2.894, -0.706)  0.5066
H (-0.188, -3.013, -1.431)  0.5732
C (4.371, 3.714, 2.646)  -1.1373
H (2.313, 9.642, 6.966)  0.3783
C (-0.524, 6.579, 2.528)  0.3816
H (-1.314, -4.745, -2.870)  0.5397
C (-0.969, -5.179, -3.797)  -0.2292
H (-2.000, -1.529, -5.889)  0.5869
C (0.508, -8.178, -0.531)  0.2683
C (0.438, -4.756, 3.317)  -0.8647
H (1.345, 2.759, 4.858)  0.7654
C (4.078, 6.926, 4.794)  0.5314